No. 1
The following is a DFT calculation (ωB97M-V/def2-TZVPD) of 2 unconnected molecules or ions with the total composition C3H7IN3O in a non-equilibrium geometry.

Calculated values
orbital gap (spin up / spin down) = 7.56 / 6.49 eV
multiplicity = 3
energy relative to the best compared isomer or geometry (same formula, charge and spin) = 73.1 kJ/mol
total charge = +1

Geometry (Å):
C (1.1022, -0.4867, 1.6064)
C (1.1821, 0.2221, 0.2988)
C (1.1260, 1.6349, 0.8391)
N (0.9775, 0.3875, 2.5722)
N (0.9411, 1.6909, 2.1080)
N (0.1062, 0.0654, -0.7396)
O (1.0651, 2.5897, -0.0483)
I (-3.2592, -1.3443, -0.1676)
H (1.1429, -1.5265, 2.0164)
H (-2.8853, -2.0786, 1.1264)
H (2.1028, -0.0093, -0.2663)
H (-0.0619, 1.0083, -1.1892)
H (-0.8655, 0.0356, -0.3790)
H (0.2394, -0.8192, -1.2450)
H (0.9722, 3.4892, 0.4668)

Cartesian forces (eV/Å) of the 2 atoms listed first:
0.21 -3.63 0.23
1.21 0.13 1.36

---

No. 2
The following is a DFT calculation (ωB97M-V/def2-TZVPD) of 11 unconnected molecules or ions with the total composition C99H209N11O11 in a non-equilibrium geometry.

Calculated values
orbital gap = 8.55 eV
energy relative to the best compared isomer or geometry (same formula, charge and spin) = 240.1 kJ/mol
total charge = 0

Geometry (Å):
C (-1.9595, 0.3152, 5.9585)
C (-1.7180, 1.8747, 6.0144)
C (-3.0906, 2.6445, 6.1095)
C (-0.9420, 2.1906, 7.3037)
C (0.5320, 1.9407, 7.2925)
C (1.1327, 2.7070, 6.1599)
C (0.5274, 2.4150, 4.8164)
C (0.9363, 3.4198, 3.6975)
C (0.9742, 0.9790, 4.3865)
N (-0.9106, 2.5104, 4.9813)
O (-1.5254, 2.0037, 3.7099)
H (-2.5257, 0.0928, 5.0698)
H (-0.9906, -0.1961, 5.9467)
H (-2.4433, 0.0258, 6.8552)
H (-3.6471, 2.4279, 5.2020)
H (-3.7441, 2.1828, 6.8429)
H (-2.9564, 3.7234, 6.3042)
H (-1.0993, 3.2345, 7.4995)
H (-1.4472, 1.6595, 8.1056)
H (0.9253, 2.1776, 8.2663)
H (0.7908, 0.8816, 7.1814)
H (2.2415, 2.4913, 6.1356)
H (1.1148, 3.7980, 6.2787)
H (1.9883, 3.3403, 3.5960)
H (0.5653, 4.3770, 3.8858)
H (0.5220, 2.9957, 2.7772)
H (0.3895, 0.6414, 3.5351)
H (1.0944, 0.2708, 5.2279)
H (1.9918, 1.0834, 3.9870)
H (-1.7585, 2.8673, 3.3977)
C (2.4475, 7.0230, -1.2719)
C (1.9994, 7.2688, 0.1942)
C (0.5194, 6.8620, 0.3968)
C (2.8214, 6.4078, 1.2460)
C (2.6918, 6.9803, 2.6835)
C (3.0933, 8.4442, 2.7717)
C (2.2526, 9.3116, 1.8092)
C (0.8932, 9.4695, 2.4166)
C (2.8306, 10.6639, 1.6369)
N (2.3519, 8.7017, 0.4871)
O (1.5674, 9.4309, -0.4645)
H (2.3470, 5.9731, -1.5762)
H (1.7398, 7.5521, -1.9274)
H (3.4208, 7.3974, -1.3153)
H (0.0619, 6.7821, 1.4279)
H (-0.1091, 7.6616, -0.0748)
H (0.3626, 5.8466, 0.0108)
H (2.4795, 5.3529, 1.2040)
H (3.8692, 6.3631, 0.9533)
H (1.6926, 6.8774, 3.0684)
H (3.3745, 6.3628, 3.3467)
H (4.1614, 8.6192, 2.6290)
H (2.8687, 8.8696, 3.7609)
H (0.9265, 10.1776, 3.2294)
H (0.6036, 8.5242, 2.8959)
H (0.1899, 9.8339, 1.7253)
H (3.8096, 10.6433, 1.1151)
H (3.0140, 11.1355, 2.5942)
H (2.0871, 11.2665, 1.0731)
H (2.0970, 10.2202, -0.6824)
C (-6.7006, -5.5168, -3.4124)
C (-5.9758, -4.2876, -3.9763)
C (-6.9046, -3.4841, -4.9217)
C (-5.5657, -3.4581, -2.7499)
C (-4.4038, -4.1201, -2.0210)
C (-3.1777, -4.1771, -3.0433)
C (-3.5625, -4.9985, -4.3368)
C (-2.5068, -4.8030, -5.4093)
C (-3.5572, -6.4791, -3.9827)
N (-4.8680, -4.5569, -4.8922)
O (-5.2749, -5.6183, -5.8693)
H (-7.7707, -5.2863, -3.2779)
H (-6.7443, -6.2937, -4.1626)
H (-6.2340, -5.8123, -2.4832)
H (-7.1743, -4.0717, -5.7961)
H (-7.7916, -3.0683, -4.4345)
H (-6.3606, -2.6323, -5.3378)
H (-5.3086, -2.4329, -3.1082)
H (-6.4027, -3.3993, -2.0880)
H (-4.1004, -3.4597, -1.1961)
H (-4.6647, -5.1017, -1.6669)
H (-2.2535, -4.5965, -2.6391)
H (-3.0141, -3.0865, -3.2810)
H (-1.5026, -4.7963, -4.9347)
H (-2.6648, -3.8517, -5.9111)
H (-2.5050, -5.6206, -6.1329)
H (-2.5522, -6.8171, -4.0039)
H (-4.0480, -7.0511, -4.7258)
H (-4.0882, -6.7632, -3.0362)
H (-5.3023, -5.0504, -6.7054)
C (-5.2474, 7.2607, 0.3821)
C (-5.3445, 5.9475, 1.1748)
C (-6.8394, 5.4759, 1.0599)
C (-4.4678, 4.7731, 0.6117)
C (-2.9838, 4.9333, 1.0370)
C (-2.9980, 5.0955, 2.6172)
C (-3.7501, 6.3780, 3.1116)
C (-3.7999, 6.3066, 4.6913)
C (-2.9871, 7.6411, 2.6728)
N (-5.0932, 6.1618, 2.6557)
O (-5.9696, 7.1904, 3.1257)
H (-4.2193, 7.4171, 0.0736)
H (-5.9062, 7.1991, -0.4768)
H (-5.6745, 7.9550, 1.0213)
H (-6.9655, 4.6813, 1.7901)
H (-7.4999, 6.3542, 1.1655)
H (-6.9492, 4.9569, 0.0608)
H (-4.9267, 3.8421, 0.9828)
H (-4.6273, 4.9067, -0.4389)
H (-2.4585, 4.0328, 0.7164)
H (-2.5262, 5.8175, 0.5861)
H (-2.0027, 5.1830, 3.0076)
H (-3.4199, 4.1950, 3.2234)
H (-4.2526, 5.3185, 4.9447)
H (-4.3438, 7.1492, 5.0509)
H (-2.7880, 6.3242, 5.1533)
H (-2.0777, 7.7792, 3.2719)
H (-3.6143, 8.5457, 2.8275)
H (-2.6681, 7.7020, 1.6323)
H (-6.5354, 6.7198, 3.7094)
C (1.3314, -1.0954, -2.7814)
C (0.3095, -0.7826, -1.7077)
C (-1.1048, -1.2126, -2.1951)
C (0.6625, -1.5231, -0.4445)
C (-0.1290, -0.9846, 0.7801)
C (0.0791, 0.5118, 0.9281)
C (-0.3365, 1.2604, -0.3277)
C (-1.8905, 1.2828, -0.5262)
C (0.2536, 2.6658, -0.2400)
N (0.4329, 0.6529, -1.4115)
O (0.0527, 1.3977, -2.6546)
H (1.3327, -0.3460, -3.5409)
H (2.3824, -1.1919, -2.3283)
H (1.0247, -2.0019, -3.2285)
H (-1.0366, -2.1827, -2.6710)
H (-1.8207, -1.3018, -1.3708)
H (-1.4810, -0.4677, -2.9133)
H (0.4393, -2.5691, -0.6032)
H (1.7681, -1.5674, -0.3297)
H (-1.1798, -1.1956, 0.5705)
H (0.1456, -1.5626, 1.7079)
H (1.1257, 0.7034, 1.1087)
H (-0.5303, 0.8893, 1.7567)
H (-2.4300, 0.3566, -0.2737)
H (-2.0919, 1.5783, -1.5441)
H (-2.2681, 1.9721, 0.2266)
H (1.3152, 2.6744, -0.0433)
H (-0.2390, 3.2848, 0.5738)
H (0.0750, 3.2697, -1.1696)
H (0.8163, 1.8919, -2.8829)
C (3.4549, 1.8382, -6.5578)
C (2.2293, 2.8264, -6.5831)
C (2.1289, 3.6238, -5.2089)
C (2.4452, 3.8334, -7.7745)
C (1.8900, 3.4331, -9.1278)
C (0.4559, 2.9642, -8.9747)
C (0.3998, 1.6885, -8.0359)
C (-1.0465, 1.2217, -7.7684)
C (1.1659, 0.5667, -8.7631)
N (0.9373, 2.1579, -6.7037)
O (0.9533, 1.0337, -5.7932)
H (3.8389, 1.7421, -7.5618)
H (4.3085, 2.3216, -6.0423)
H (3.2726, 0.8786, -6.1334)
H (1.8775, 2.9296, -4.4033)
H (3.0747, 4.0814, -4.8639)
H (1.2487, 4.2990, -5.2718)
H (1.9571, 4.7211, -7.5203)
H (3.5126, 3.9478, -7.7686)
H (1.8517, 4.3593, -9.6235)
H (2.5609, 2.6846, -9.5102)
H (0.0610, 2.7633, -9.9935)
H (-0.0488, 3.7951, -8.4818)
H (-1.6353, 0.8737, -8.5622)
H (-1.5930, 2.0244, -7.1928)
H (-0.9736, 0.3456, -7.1004)
H (1.2290, -0.2873, -8.1293)
H (2.1919, 0.8826, -9.0744)
H (0.7582, 0.3342, -9.7391)
H (0.0880, 1.2317, -5.3797)
C (1.1471, -2.8969, -6.4433)
C (2.5971, -3.3351, -6.7011)
C (2.7183, -4.8566, -6.3374)
C (2.9171, -3.1773, -8.2062)
C (4.3942, -3.3133, -8.4491)
C (5.2245, -2.3002, -7.6561)
C (4.9073, -2.5219, -6.0914)
C (5.6526, -3.7770, -5.6691)
C (5.4804, -1.3597, -5.3920)
N (3.4635, -2.4367, -5.8875)
O (3.2518, -2.7712, -4.5303)
H (0.7316, -3.4259, -5.5343)
H (1.0599, -1.8081, -6.2944)
H (0.4301, -3.1784, -7.2621)
H (2.5491, -5.1890, -5.3120)
H (1.9332, -5.3016, -6.9159)
H (3.5906, -5.4342, -6.6499)
H (2.3451, -3.8539, -8.8186)
H (2.5243, -2.1530, -8.4130)
H (4.8527, -4.2833, -8.2429)
H (4.6590, -3.1201, -9.5409)
H (4.9767, -1.2780, -7.8638)
H (6.2610, -2.4600, -7.9268)
H (5.8065, -3.7941, -4.5735)
H (6.6036, -3.8367, -6.1662)
H (5.1659, -4.7080, -6.0023)
H (4.9220, -0.4487, -5.5147)
H (6.5423, -1.2150, -5.6602)
H (5.4706, -1.6323, -4.3302)
H (3.1434, -1.9094, -4.0486)
C (8.0402, -0.8304, 5.5945)
C (7.6692, -1.5926, 4.3534)
C (8.9016, -1.5743, 3.3383)
C (7.3816, -3.0444, 4.7242)
C (6.0623, -3.1654, 5.3766)
C (4.8622, -2.6274, 4.6368)
C (5.1209, -1.1383, 4.2399)
C (4.0221, -0.7553, 3.1558)
C (4.7995, -0.2723, 5.4284)
N (6.5027, -1.0021, 3.6604)
O (6.7287, 0.4267, 3.5373)
H (7.1502, -0.8242, 6.2205)
H (8.7557, -1.3859, 6.1613)
H (8.4878, 0.1351, 5.2434)
H (8.7222, -2.1369, 2.4513)
H (9.0194, -0.5429, 3.0403)
H (9.7438, -1.9361, 3.8700)
H (7.3330, -3.6144, 3.7401)
H (8.1836, -3.4405, 5.3927)
H (5.8257, -4.1523, 5.6457)
H (5.9778, -2.7050, 6.3596)
H (3.9675, -2.6638, 5.1856)
H (4.5912, -3.1781, 3.7323)
H (3.9703, 0.3696, 3.0557)
H (3.1120, -1.1132, 3.5934)
H (4.2482, -1.1461, 2.1401)
H (5.2767, -0.6515, 6.3131)
H (3.7149, -0.2418, 5.5892)
H (5.1459, 0.7165, 5.2635)
H (6.8836, 0.5838, 2.6140)
C (0.4319, -3.1069, 6.9950)
C (0.3403, -4.5884, 6.3992)
C (1.4525, -5.5275, 7.0276)
C (-1.0032, -5.2150, 6.7764)
C (-2.0847, -4.5155, 6.0222)
C (-1.8419, -4.7878, 4.5352)
C (-0.5019, -4.1100, 4.0587)
C (-0.0852, -4.4448, 2.6037)
C (-0.7267, -2.5791, 4.0496)
N (0.5342, -4.6158, 4.9795)
O (1.7199, -3.9398, 4.6841)
H (1.2320, -2.5894, 6.5391)
H (-0.4904, -2.5190, 6.8683)
H (0.6476, -3.0921, 8.0637)
H (1.3153, -6.5325, 6.6068)
H (2.4893, -5.2118, 6.9379)
H (1.1214, -5.4978, 8.0838)
H (-0.8563, -6.2951, 6.5888)
H (-1.1584, -5.2394, 7.8468)
H (-3.0839, -4.9382, 6.2538)
H (-2.1281, -3.4689, 6.3747)
H (-2.6168, -4.3694, 3.9476)
H (-1.9286, -5.8793, 4.4113)
H (0.3670, -5.4802, 2.5509)
H (0.7385, -3.8061, 2.3732)
H (-0.9311, -4.2969, 1.9423)
H (-1.3320, -2.2183, 4.9271)
H (-1.1920, -2.1291, 3.1730)
H (0.1925, -2.0620, 4.3176)
H (2.3240, -4.5344, 4.2712)
C (1.9210, -5.2573, -0.2737)
C (3.2080, -5.3241, -1.0738)
C (2.9342, -6.0080, -2.4146)
C (3.7540, -3.8756, -1.3325)
C (4.2632, -3.3185, -0.0202)
C (5.4307, -4.1707, 0.4211)
C (5.0938, -5.6206, 0.7561)
C (6.4029, -6.4489, 0.8178)
C (4.3279, -5.7533, 2.0993)
N (4.2790, -6.1587, -0.3811)
O (3.6471, -7.4739, -0.0527)
H (2.0087, -4.8613, 0.7799)
H (1.1688, -4.6378, -0.7673)
H (1.5288, -6.2773, -0.2247)
H (3.8591, -6.0065, -2.9682)
H (2.6497, -7.0430, -2.2729)
H (2.1978, -5.4892, -3.0413)
H (4.5398, -3.9892, -2.1646)
H (3.0097, -3.2699, -1.9000)
H (4.6295, -2.3147, -0.1511)
H (3.4720, -3.3059, 0.6927)
H (5.8668, -3.7475, 1.3114)
H (6.1293, -4.2734, -0.4109)
H (6.8863, -6.5709, -0.1480)
H (6.2169, -7.4925, 1.2332)
H (7.0920, -5.9195, 1.4549)
H (3.7575, -4.8321, 2.3232)
H (5.0020, -5.6645, 2.9297)
H (3.8631, -6.7150, 2.1256)
H (4.2587, -8.1189, -0.3804)
C (-7.3892, -0.0088, -1.7327)
C (-6.9274, 0.6159, -0.2904)
C (-5.3715, 0.9069, -0.3620)
C (-7.5892, 1.9036, 0.1580)
C (-9.0376, 1.7281, 0.5731)
C (-9.1375, 0.5785, 1.6037)
C (-8.4370, -0.7830, 1.2635)
C (-8.2380, -1.7230, 2.5338)
C (-9.2190, -1.6090, 0.2129)
N (-7.0957, -0.3976, 0.7643)
O (-6.4023, -1.5527, 0.4152)
H (-6.6832, 0.4874, -2.4840)
H (-7.2348, -1.1036, -1.6350)
H (-8.4405, 0.2456, -1.8764)
H (-5.1264, 1.9304, -0.7788)
H (-4.9699, 0.8746, 0.6648)
H (-4.8136, 0.1498, -0.9805)
H (-7.0406, 2.3437, 1.0457)
H (-7.5351, 2.5962, -0.6571)
H (-9.4704, 2.6034, 1.0185)
H (-9.6425, 1.6030, -0.2874)
H (-10.1144, 0.3942, 2.0584)
H (-8.6316, 0.9679, 2.4991)
H (-9.2095, -2.0654, 2.7194)
H (-7.7507, -1.2966, 3.3590)
H (-7.6323, -2.6027, 2.2110)
H (-10.1448, -1.8261, 0.6949)
H (-8.6727, -2.5392, 0.0220)
H (-9.3086, -1.0994, -0.7905)
H (-5.7187, -1.6870, 1.0435)

Cartesian forces (eV/Å) of the 2 atoms listed first:
1.42 1.80 -0.94
0.29 0.10 1.67

---

No. 3
The following is a DFT calculation (ωB97M-V/def2-TZVPD) of a molecular structure, C3H8Cl2Hg2O2 in a non-equilibrium geometry.

Calculated values
orbital gap = 5.07 eV
energy relative to the best compared isomer or geometry (same formula, charge and spin) = 29.9 kJ/mol
total charge = +2

Geometry (Å):
Hg (-0.1305, -0.4209, 1.3268)
Hg (2.6741, 1.5573, 0.2089)
C (0.4475, 0.9729, -1.8935)
O (0.6058, 0.8968, -0.4722)
H (0.5839, 1.9985, -2.2398)
H (1.2201, 0.4003, -2.4113)
H (-0.5180, 0.5764, -2.2044)
C (2.4882, 0.1214, 3.3036)
O (1.9345, 0.2041, 1.9941)
H (2.0488, 0.8548, 3.9783)
H (2.4144, -0.8870, 3.7138)
H (3.5652, 0.3021, 3.2494)
C (-3.5764, -1.2073, -1.8034)
Cl (-2.4213, -0.9304, -0.4137)
Cl (-3.8543, -2.9248, -1.9922)
H (-4.4661, -0.6034, -1.6607)
H (-3.0160, -0.9108, -2.6838)

Cartesian forces (eV/Å) of the 2 atoms listed first:
1.15 0.71 -0.74
-1.98 -1.16 0.50